{
  "formula": "C3H10OP2",
  "method": "wB97M-V/def2-TZVPD",
  "species": ["C", "C", "C", "O", "P", "P", "H", "H", "H", "H", "H", "H", "H", "H", "H", "H"],
  "coordinates": [[3.33744, 0.39813, -0.12667], [-1.46904, 1.68505, 0.47792], [-1.98831, -1.01049, -0.04690], [1.94973, 0.54754, -0.33797], [0.86307, -0.30266, 0.51158], [-0.85659, 0.31999, -0.64873], [3.77824, 1.39450, -0.08987], [3.75782, -0.15246, -0.96902], [3.55514, -0.13932, 0.79798], [-2.44100, 2.01597, 0.11651], [-0.78319, 2.52964, 0.42901], [-1.56597, 1.35154, 1.51040], [-1.89782, -1.16803, 1.02672], [-1.72645, -1.93538, -0.55966], [-3.01736, -0.74132, -0.28539], [0.28974, -3.01766, -0.91133]],
  "atomic_forces_ev_per_a": [[0.302, -0.025, 0.003], [0.172, -0.162, -0.281], [0.159, -0.043, -0.108], [-0.065, 0.372, -0.360], [-0.039, -0.697, 0.141], [-0.476, 0.354, 0.183], [0.037, -0.077, 0.037], [0.057, -0.002, 0.035], [0.002, 0.011, 0.054], [-0.089, 0.039, -0.023], [0.004, 0.015, 0.021], [0.014, -0.001, 0.034], [-0.088, -0.035, 0.099], [-0.152, -0.016, 0.017], [0.011, -0.009, 0.006], [0.151, 0.275, 0.142]],
  "homo_ev": [-7.44, -8.51],
  "largest_force_ev_per_a": 0.712,
  "lumo_ev": [-0.536, -0.423],
  "relative_energy_kj_mol": 338.7,
  "orbital_gap_ha": [0.2537, 0.2970]
}